No. 1
This record from the Open Molecules 2025 dataset describes one molecule with the formula C5H10N2. The level of theory is the ωB97M-V functional and the def2-TZVPD basis.

total energy	-8325.199	eV
net charge	0
gap between HOMO and LUMO	10.40	eV
energy above the lowest of the compared OMol25 structures with the same formula, charge and spin	49.21	kcal per mole
structure (SMILES)	C[C@H]1N[C@H]1[C@H]1CN1

Each line ends with the Mulliken charge.
CARTESIAN COORDINATES (ANGSTROEM)
H1 -1.45 -1.02 -1.90  0.372
C1 -1.05 -0.47 -1.05  0.014
C2 0.42 -0.51 -0.85  -0.186
H2 -1.87 0.60 0.67  0.277
N1 0.78 0.56 1.50  -0.628
C3 2.06 0.60 0.80  -0.415
H3 1.00 -1.11 -1.56  0.394
H4 -0.28 1.42 -0.82  0.270
H5 1.23 -1.45 0.93  0.390
N2 -0.20 0.65 -1.48  -0.688
H6 2.21 1.35 0.03  0.208
H7 2.93 0.39 1.41  0.277
H8 0.15 1.27 1.14  0.235
C4 -2.02 -0.33 0.11  -1.119
H9 -3.05 -0.32 -0.26  0.357
C5 1.07 -0.46 0.50  -0.010
H10 -1.91 -1.16 0.82  0.254

No. 2
This record from the Open Molecules 2025 dataset describes one molecule with the formula C5H10N2 at a distorted geometry. The level of theory is the ωB97M-V functional and the def2-TZVPD basis.

total energy	-8324.381	eV
net charge	0
gap between HOMO and LUMO	8.82	eV
energy above the lowest of the compared OMol25 structures with the same formula, charge and spin	68.07	kcal per mole
structure (SMILES)	[H]/N=C(/C)[C@@H](C)/C=N/[H]

Each line ends with the Mulliken charge.
CARTESIAN COORDINATES (ANGSTROEM)
H1 1.49 -1.34 -1.34  0.332
C1 0.52 -1.77 -1.08  -1.290
H2 -0.12 -1.75 -1.95  0.289
H3 -1.88 1.74 -1.00  0.320
H4 0.32 0.77 -1.29  0.354
C2 -0.07 0.82 -0.27  -0.127
C3 -1.30 1.67 -0.09  -1.219
H5 -1.40 -0.97 1.49  0.224
H6 -1.05 2.69 0.24  0.347
H7 -1.95 1.25 0.69  0.262
N1 -1.04 -1.52 0.72  -0.802
N2 1.43 -0.23 1.05  -0.388
H8 2.29 -0.33 1.57  0.188
H9 0.68 -2.81 -0.78  0.381
C4 -0.10 -1.01 0.05  0.940
C5 1.00 0.94 0.70  -0.216
H10 1.18 1.84 1.30  0.405

No. 3
This record from the Open Molecules 2025 dataset describes an isolated ion of composition C5H10N2 and charge +2 at a distorted geometry. The level of theory is the ωB97M-V functional and the def2-TZVPD basis.

total energy	-8306.733	eV
net charge	+2
gap between HOMO and LUMO	9.12	eV
energy above the lowest of the compared OMol25 structures with the same formula, charge and spin	26.18	kcal per mole
structure (SMILES)	C[N+]1=C[NH+]=CCC1

Each line ends with the Mulliken charge.
CARTESIAN COORDINATES (ANGSTROEM)
H1 2.62 0.56 0.43  0.382
N1 -1.24 -1.43 0.07  -0.030
C1 0.08 -1.38 0.02  0.075
H2 -1.65 1.19 -1.22  0.398
C2 -2.12 -0.43 0.02  0.115
H3 2.40 0.18 -1.26  0.355
H4 0.38 -2.43 0.09  0.433
H5 -3.13 -0.82 -0.15  0.448
H6 0.47 1.58 -0.41  0.481
H7 -1.69 -2.31 0.23  0.328
C3 0.01 0.94 0.24  -0.747
H8 -2.02 1.67 0.34  0.408
C4 -1.61 0.93 -0.23  -0.678
C5 2.18 -0.17 -0.19  -0.795
N2 0.85 -0.34 0.12  0.076
H9 0.18 1.25 1.29  0.410
H10 2.68 -1.14 0.04  0.340

No. 4
This record from the Open Molecules 2025 dataset describes C5H10N2O as an isolated structure at a distorted geometry. The level of theory is the ωB97M-V functional and the def2-TZVPD basis.

total energy	-10368.707	eV
net charge	0
gap between HOMO and LUMO	9.57	eV
energy above the lowest of the compared OMol25 structures with the same formula, charge and spin	152.15	kcal per mole

Each line ends with the Mulliken charge.
CARTESIAN COORDINATES (ANGSTROEM)
C1 1.28 1.44 0.34  -0.504
H1 2.77 0.36 -1.10  0.257
C2 -2.80 0.10 -0.02  -0.743
H2 1.62 -1.56 1.19  0.223
H3 -3.28 -0.24 -1.22  0.240
H4 2.31 -2.22 -0.53  0.265
H5 0.58 0.73 1.23  0.220
C3 -0.63 -0.67 -0.05  -0.188
H6 -3.30 0.82 0.58  0.333
H7 2.14 1.69 1.05  0.317
H8 -0.32 1.58 -0.45  0.534
C4 1.84 -1.33 0.03  -0.461
C5 1.89 0.09 -0.41  0.121
O1 0.52 2.24 -0.41  -0.544
N1 -1.38 0.27 -0.42  -0.266
H9 -2.91 -0.98 0.49  0.231
H10 -1.03 -1.67 0.42  0.160
N2 0.68 -0.64 -0.70  -0.194

Question: Which formula does entry 3 have?
Answer: C5H10N2